Entry from the Open Molecules 2025 dataset: a single C5H7BrN2 molecule at a distorted geometry (ωB97M-V/def2-TZVPD).

Summary:
Lowest unoccupied orbital energy in eV: 0.0
Total energy in a.u.: -2878.13370
ΔE to the lowest compared entry with this formula, charge and spin in eV: 2.2216
HOMO-LUMO gap in Eh: 0.3434
Total charge: 0

Geometry as XYZ:
```
15
Properties=species:S:1:pos:R:3:forces:R:3
Br -3.130 0.360 0.098 0.9 -0.8 0.4
N 0.572 -1.689 -0.076 2.2 -0.5 0.4
N -0.245 -2.599 -0.199 -0.3 -0.7 0.5
C 0.612 0.459 1.299 0.9 0.9 2.2
C -1.568 -2.172 0.050 -2.2 1.1 0.2
C 0.068 -0.392 0.147 -4.5 0.3 0.5
C 0.194 0.252 -1.195 -2.7 0.9 -3.5
C -1.652 -0.833 0.256 2.7 -0.3 -0.8
H -2.392 -2.936 0.018 1.1 1.0 -0.1
H -0.452 1.219 -1.337 1.3 -1.6 0.7
H 0.978 1.480 0.935 -0.8 -1.4 0.4
H 1.549 -0.012 1.764 -1.4 0.4 -0.8
H -0.106 0.658 2.228 1.3 -0.6 -2.3
H 1.199 0.461 -1.500 0.7 0.2 0.3
H -0.208 -0.450 -2.064 0.7 1.2 1.9
```
Positions in Å, forces in eV/Å.

Results of the Mulliken charge analysis, in e, for atoms 1 through 2: -0.085 -0.307

***

Entry from the Open Molecules 2025 dataset: a single C7H9F molecule at a distorted geometry (ωB97M-V/def2-TZVPD).

Summary:
Lowest unoccupied orbital energy in eV: 0.9
Total energy in a.u.: -371.84813
ΔE to the lowest compared entry with this formula, charge and spin in eV: 2.9278
HOMO-LUMO gap in Eh: 0.3368
Total charge: 0

Geometry as XYZ:
```
17
Properties=species:S:1:pos:R:3:forces:R:3
F -0.619 3.110 0.300 -1.4 3.4 0.1
C 1.141 -1.076 -0.267 -2.6 2.5 -0.7
C -0.914 0.255 0.114 2.2 1.5 -0.9
C 0.314 1.156 0.098 1.0 0.1 2.4
C 0.504 2.562 0.767 2.2 -4.5 -1.2
C -1.031 -2.374 -0.452 -1.9 -0.4 -2.1
C -0.250 -1.058 -0.307 0.5 -3.4 2.1
C 1.387 0.450 -0.182 -2.8 -4.9 0.7
H -1.506 -2.800 0.467 0.2 0.8 -0.7
H -1.383 0.641 -0.779 -1.1 0.0 -0.3
H 1.838 -1.980 -0.324 -1.1 1.7 -0.3
H 1.587 2.874 0.336 -2.7 0.4 1.1
H -1.496 0.561 1.007 -0.1 -1.4 -0.4
H -0.476 -3.199 -0.890 1.1 0.1 0.5
H -1.819 -2.419 -1.367 1.1 0.9 2.4
H 2.206 0.885 -0.431 5.7 2.5 -1.0
H 0.517 2.411 1.912 -0.1 0.8 -1.7
```
Positions in Å, forces in eV/Å.

Results of the Mulliken charge analysis, in e, for atoms 1 through 2: -0.270 -0.715

***

Entry from the Open Molecules 2025 dataset: a 2-piece molecular cluster, C5H14 overall at a distorted geometry (ωB97M-V/def2-TZVPD).

Summary:
Lowest unoccupied orbital energy in eV: 1.1
Total energy in a.u.: -198.82739
ΔE to the lowest compared entry with this formula, charge and spin in eV: 1.6809
HOMO-LUMO gap in Eh: 0.4358
Total charge: 0

Geometry as XYZ:
```
19
Properties=species:S:1:pos:R:3:forces:R:3
C -1.333 -0.679 -0.808 -0.3 -1.2 -2.5
C -0.373 -0.470 -2.078 -0.8 -2.1 0.1
C -0.040 1.032 -2.173 1.0 -0.4 0.3
C 0.511 -0.609 1.978 0.2 -0.7 -0.4
C 1.281 0.653 2.469 -3.6 -1.7 2.4
H 0.980 1.570 2.001 0.2 0.3 -0.5
H 0.397 -1.257 -1.930 0.5 1.2 -0.1
H 2.285 0.476 2.602 2.4 0.0 -0.3
H 0.660 -0.704 0.872 -0.5 -0.1 0.9
H -1.274 -1.771 -0.444 -0.7 1.7 -0.7
H -0.614 -0.421 2.244 2.1 -0.9 -0.7
H -2.304 -0.326 -1.257 0.4 -0.8 1.2
H -0.720 1.505 -1.531 -1.3 0.7 1.1
H -0.266 1.508 -3.100 0.3 0.0 -1.1
H 0.917 1.447 -1.773 -0.2 -1.0 -0.6
H -1.060 -0.058 0.018 0.2 0.5 0.2
H -0.876 -0.942 -3.036 0.6 1.4 1.8
H 0.960 -1.621 2.424 -1.3 2.3 -0.6
H 0.870 0.669 3.523 0.7 0.7 -0.7
```
Positions in Å, forces in eV/Å.

Results of the Mulliken charge analysis, in e, for atoms 1 through 2: -1.176 -0.199

***

Entry from the Open Molecules 2025 dataset: C6H23O6Ti2 as an isolated structure at a distorted geometry (ωB97M-V/def2-TZVPD).

Summary:
Lowest unoccupied orbital energy (spin up / spin down) in eV: -7.2 / -12.2
Total energy in a.u.: -2391.78387
Spin multiplicity: 8
HOMO-LUMO gap (spin up / spin down) in Eh: 0.2210 / 0.1111
Total charge: +2

Geometry as XYZ:
```
37
Properties=species:S:1:pos:R:3:forces:R:3
Ti 0.334 -2.692 -2.048 -0.4 0.5 0.6
Ti 2.408 -0.320 -1.674 0.2 -0.5 0.4
O 0.876 -2.071 4.106 0.2 0.3 1.4
O 0.212 -0.666 -0.860 1.5 0.5 -0.1
O -0.156 1.864 -0.114 -1.0 2.2 0.0
O -1.571 -0.179 -2.848 0.0 -0.1 -0.4
O 3.528 -0.636 0.376 -1.8 0.8 -0.1
O -1.583 -2.248 0.226 -0.5 -0.5 -0.2
C 1.151 -2.532 2.840 -0.4 0.1 -0.9
C -1.220 2.576 -0.652 0.6 2.1 2.3
C -2.386 -1.382 1.025 0.4 -0.2 0.7
C 2.885 0.378 1.229 1.1 0.3 0.3
C -1.325 3.968 -0.034 0.3 -0.6 -0.5
C -0.876 -0.086 -4.093 -0.7 0.3 -0.8
H 1.823 0.522 1.029 0.1 -0.3 -0.5
H 4.340 -0.943 0.785 0.2 -0.1 0.1
H -0.181 0.987 -0.503 0.0 -2.3 -1.0
H -0.979 -0.435 -2.137 0.1 0.3 0.0
H -2.061 4.602 -0.528 -0.2 -0.3 0.0
H 0.271 -2.925 2.331 -0.1 -0.6 0.1
H -1.600 3.803 1.008 0.1 0.4 0.2
H 2.919 0.159 2.296 0.4 -0.4 -0.1
H 0.538 -0.438 0.032 0.0 -1.0 -0.2
H -2.153 2.020 -0.560 -0.4 -0.9 -0.5
H 3.405 1.318 1.044 -0.2 0.1 0.1
H -2.668 -0.469 0.500 -0.3 -0.1 -0.2
H -3.243 -1.903 1.453 -0.1 0.0 -0.6
H -1.803 -1.095 1.900 0.1 0.2 0.2
H -0.371 4.486 -0.134 0.1 0.0 0.3
H -0.853 -1.698 -0.068 -0.1 0.2 0.2
H 0.182 -0.348 -4.054 0.2 0.1 0.2
H 1.963 -3.256 2.918 -0.2 -0.1 -0.1
H -1.023 2.675 -1.720 0.0 -0.4 -1.3
H -1.334 -0.686 -4.879 -0.1 -0.7 0.4
H 0.096 -1.516 4.181 -0.1 -0.1 -0.3
H 1.470 -1.728 2.177 0.5 0.4 -0.3
H -1.017 0.893 -4.551 0.4 0.4 0.5
```
Positions in Å, forces in eV/Å.

Results of the Mulliken charge analysis, in e, for atoms 1 through 2: 0.711 0.449

***

Entry from the Open Molecules 2025 dataset: C26H73BF3N6O11SV as an isolated structure at a distorted geometry (ωB97M-V/def2-TZVPD).

Summary:
Lowest unoccupied orbital energy (spin up / spin down) in eV: 1.4 / 1.6
Total energy in a.u.: -3856.93738
ΔE to the lowest compared entry with this formula, charge and spin in eV: 4.9083
Spin multiplicity: 2
HOMO-LUMO gap (spin up / spin down) in Eh: 0.2354 / 0.2404
Total charge: -1

Geometry as XYZ:
```
122
Properties=species:S:1:pos:R:3:forces:R:3
V -2.460 0.690 2.897 5.4 -0.1 -1.8
S -0.473 -0.329 0.020 -2.3 2.2 0.0
F 1.817 -0.313 1.382 1.1 1.4 0.9
F 0.545 -2.001 1.665 0.6 -0.8 0.0
F 1.823 -1.790 -0.129 -0.2 -0.4 -0.1
O 1.096 5.015 2.438 -0.3 -1.3 0.7
O 5.507 -2.345 2.576 1.4 -0.9 -0.4
O -1.042 -1.350 -0.879 1.3 1.1 0.6
O -4.326 -3.438 0.065 0.7 -0.6 0.4
O -0.060 0.983 -0.522 0.2 -3.2 0.1
O -1.907 -0.537 3.733 -1.2 1.2 0.0
O -0.543 2.070 3.093 -2.2 -1.3 0.9
O -1.464 -0.090 1.134 1.3 -1.0 -0.6
O -0.075 4.636 -3.453 3.8 -1.3 -0.4
O 4.835 -2.434 -2.836 -1.1 -2.2 0.3
O -6.693 -0.525 -3.746 0.9 -0.9 1.9
N 0.281 3.645 0.178 -1.5 0.0 -1.4
N 3.577 -4.837 -4.215 0.3 -0.7 0.6
N -2.578 2.111 -2.315 -2.1 0.6 0.8
N -4.091 -1.026 -1.111 0.6 0.2 1.7
N 6.256 -1.501 6.075 -0.4 1.3 1.6
N -4.111 -0.590 1.967 -0.4 0.1 0.3
C 1.427 6.052 3.356 -0.7 0.1 -2.5
C 5.296 -5.443 -2.505 1.1 0.3 0.2
C -1.278 4.186 -3.022 -2.8 0.2 1.2
C -4.549 -0.727 -2.404 -0.5 -0.3 -2.5
C -4.842 -2.228 3.699 0.8 -1.1 -0.8
C -3.735 -1.538 -3.465 -1.3 -0.1 -0.4
C 3.836 -3.366 -2.272 1.3 0.7 -0.2
C 6.296 -2.169 4.838 0.6 -3.1 -1.2
C -6.965 0.857 -3.731 -1.1 -0.5 -0.2
C 3.985 -4.817 -2.795 -1.6 1.6 -0.2
C -4.277 -2.025 2.260 0.4 -0.7 0.5
C -5.030 -2.863 1.177 -0.5 0.0 0.3
C -6.107 -0.949 -2.459 1.3 0.1 -1.5
C 2.473 3.879 -0.950 -0.4 -0.4 0.4
C 1.891 4.943 1.277 0.3 1.0 0.0
C 0.160 6.022 -3.534 -2.9 -0.5 -1.5
C 6.441 -3.693 5.268 -0.8 -0.1 -1.2
C 5.126 -1.970 3.856 0.9 1.3 1.2
C 0.534 1.944 4.007 -0.9 -1.1 -1.5
C -3.498 -4.568 0.403 -0.6 0.4 1.0
C -1.541 2.615 -3.121 2.1 1.4 -1.7
C -1.733 2.194 -4.626 0.4 0.0 1.2
C 1.073 -1.161 0.772 -2.5 0.2 -0.6
C 4.635 -1.140 -2.345 1.3 0.0 -0.2
C 1.660 3.740 0.336 1.6 0.0 2.1
C 4.468 -2.119 1.699 -1.1 0.0 -0.8
B -2.763 2.798 1.150 0.4 0.9 -0.2
H -3.092 -0.881 -1.083 0.4 0.6 0.2
H -3.968 -1.066 -4.420 0.4 -0.2 -0.3
H 4.861 -1.114 -1.279 -1.0 0.1 0.4
H -1.092 2.762 -5.300 0.3 -0.2 0.1
H 0.089 2.746 -0.241 -0.4 -0.2 0.5
H 1.015 2.911 4.151 -0.1 0.1 0.4
H -0.204 6.623 -2.700 1.0 -0.2 0.9
H -2.462 2.469 -1.378 -0.2 0.2 0.5
H 5.482 -6.422 -2.946 -0.4 0.0 0.0
H -7.710 0.972 -4.518 0.4 0.5 -0.4
H 3.207 -5.300 -2.204 -0.2 -0.5 -0.1
H -2.516 1.111 -2.191 0.3 -0.1 -0.3
H 1.980 2.867 0.905 0.2 -0.4 -0.1
H 1.267 6.955 2.766 -0.1 0.8 0.2
H 3.870 -3.312 -1.184 0.4 -0.2 0.3
H -4.966 -0.093 2.170 -0.6 0.0 0.2
H -4.839 -3.299 3.901 -0.3 -0.3 -0.2
H 2.915 5.068 1.628 0.6 -0.2 -0.4
H 4.204 -2.447 4.186 -0.2 -0.1 0.1
H -4.110 -5.345 0.862 -0.3 -0.1 0.2
H -1.855 2.648 0.587 3.3 -0.5 -1.3
H -0.646 6.260 -4.228 0.0 1.0 -0.8
H -4.061 -2.031 -1.015 -0.5 -0.3 0.0
H -4.119 -0.570 0.957 0.7 0.7 -1.0
H -2.757 3.393 2.050 0.5 2.6 3.4
H 5.413 -5.507 -1.423 0.1 -0.1 0.0
H 5.549 -4.016 5.806 0.0 0.5 0.6
H 4.370 -4.608 -4.796 0.1 0.2 -0.1
H 6.074 -4.768 -2.860 0.2 0.0 0.0
H -2.778 -4.253 1.158 0.4 -0.1 -0.2
H 3.682 -0.763 -2.718 -0.1 0.4 0.6
H 4.148 -1.080 1.626 0.0 0.3 0.6
H 1.264 1.270 3.559 0.7 0.0 -0.3
H -2.749 2.300 -5.005 -0.2 0.2 0.5
H 2.890 -4.102 -4.311 0.0 0.0 -0.4
H -3.510 3.163 0.462 -3.3 1.2 -2.4
H -7.532 1.098 -2.832 0.3 0.3 0.4
H 3.526 3.725 -0.714 0.2 0.7 -0.4
H -1.491 1.131 -4.644 0.1 -0.1 -0.5
H 6.390 -4.400 4.440 0.4 0.3 -0.6
H 1.085 6.268 -4.055 0.2 -0.2 0.8
H -3.002 -5.064 -0.430 -0.1 0.8 -0.3
H 7.140 -1.694 6.525 0.0 -0.1 0.4
H 0.054 4.248 -0.599 -0.5 0.7 -0.1
H 4.695 -2.337 0.655 0.5 -0.6 0.3
H -6.084 1.490 -3.839 0.0 0.1 -0.1
H -5.870 -1.896 3.844 0.1 0.4 0.0
H -4.332 0.280 -2.760 -0.3 0.5 0.9
H 7.179 -1.894 4.261 0.2 0.0 -0.3
H 0.665 6.039 4.136 0.6 -0.2 0.3
H -1.427 4.602 -2.025 -0.1 -0.7 0.9
H 0.306 1.385 4.915 -0.3 0.5 0.7
H -2.056 4.761 -3.524 -0.6 -0.2 -0.9
H -6.255 -2.021 -2.324 -0.4 -0.1 -0.3
H 2.157 4.812 -1.418 0.7 0.4 -0.1
H -3.285 -2.471 2.203 0.4 0.3 0.5
H -3.099 1.836 1.503 -2.0 -4.7 1.2
H -5.811 -2.256 0.720 -0.1 -0.1 0.0
H 5.009 -0.890 3.764 -0.7 0.4 0.6
H 6.213 -0.492 6.051 -0.2 0.2 -0.5
H 2.832 -3.008 -2.497 -0.2 0.1 -0.4
H 2.489 6.092 3.597 0.1 -0.5 0.7
H 3.637 -2.730 2.051 -0.5 0.0 -0.4
H -4.135 -1.901 4.461 -0.2 0.8 -0.2
H -4.029 -2.584 -3.557 -0.3 -0.2 0.2
H -5.477 -3.690 1.729 -0.3 -0.2 0.0
H 7.331 -3.989 5.823 0.1 0.6 0.2
H -6.574 -0.442 -1.615 -0.1 0.3 -0.1
H 1.633 5.796 0.650 0.1 0.7 -0.2
H -2.661 -1.584 -3.284 0.0 0.6 0.2
H 2.196 3.116 -1.677 -0.1 -0.3 0.2
H -0.640 2.180 -2.688 0.8 0.0 -0.8
H 5.485 -0.560 -2.705 -0.3 0.3 -0.6
```
Positions in Å, forces in eV/Å.

Results of the Mulliken charge analysis, in e, for atoms 1 through 2: 0.432 1.874